No. 1
This record from the Open Molecules 2025 dataset describes 2 unconnected molecules or ions with the total composition C2H3ClF2O at a distorted geometry. The level of theory is ωB97M-V/def2-TZVPD.

Energy above the lowest of the compared OMol25 structures with the same formula, charge and spin in kcal per mole: 111.2
Gap between HOMO and LUMO (spin up / spin down) in eV: 10.047 / 7.217
Highest occupied orbital energy (spin up / spin down) in Ha: -0.3632 / -0.3120

The geometry in ORCA input format:
```
! RIJCOSX wB97M-V def2-TZVPD def2/J DEFGRID3
* xyz 0 1
C -1.45 -0.19 0.11
C 1.69 0.27 -0.03
O -0.52 -0.65 0.88
F 1.86 1.18 0.88
F 1.09 0.87 -1.10
Cl 2.59 -1.14 -0.22
H -1.12 0.21 -0.96
H -1.95 0.54 0.68
H -2.19 -1.10 -0.24
*
```

Atomic partial charges in e from the natural (NBO) method, atoms 1 to 8: atom 1 (C): -0.27, atom 2 (C): 0.67, atom 3 (O): -0.44, atom 4 (F): -0.28, atom 5 (F): -0.32, atom 6 (Cl): 0.09, atom 7 (H): 0.21, atom 8 (H): 0.16

No. 2
This record from the Open Molecules 2025 dataset describes 14 unconnected molecules or ions with the total composition C5H38N2O14 at a distorted geometry. The level of theory is ωB97M-V/def2-TZVPD.

Energy above the lowest of the compared OMol25 structures with the same formula, charge and spin in kcal per mole: 96.7
Gap between HOMO and LUMO in eV: 8.838
Highest occupied orbital energy in Ha: -0.3266

The geometry in ORCA input format:
```
! RIJCOSX wB97M-V def2-TZVPD def2/J DEFGRID3
* xyz 0 1
C 1.21 0.83 -1.91
C 1.71 2.28 -2.03
C 1.40 3.11 -0.76
N -0.02 3.35 -0.38
C -0.23 0.50 -1.59
N -0.35 -0.20 -0.42
C -1.66 -0.37 0.18
O -1.16 0.57 -2.38
H 1.84 0.36 -1.16
H 1.33 0.58 -2.96
H 2.80 2.39 -2.04
H 1.32 2.79 -2.92
H 2.01 4.02 -0.69
H 1.80 2.45 0.03
H -0.34 2.40 -0.27
H -0.46 3.90 -1.11
H 0.43 -0.07 0.23
H -2.09 0.55 0.60
H -1.61 -1.06 1.02
H -2.38 -0.61 -0.61
H -3.55 -1.94 2.91
H -2.29 -1.05 3.00
O -2.63 -1.92 3.19
H 4.38 -0.33 3.05
H 3.38 0.86 3.19
O 3.47 -0.11 3.27
H -4.09 2.98 0.83
H -5.04 1.70 0.43
O -4.18 2.11 0.43
H -0.20 3.82 2.79
H -0.18 2.32 2.26
O -0.69 3.00 2.70
H -3.05 -3.98 -0.79
H -3.65 -3.15 -2.00
O -3.07 -3.87 -1.77
H 2.41 2.85 3.15
H 3.92 3.10 2.87
O 3.17 2.52 2.65
H 1.27 -2.89 -0.95
H 1.99 -4.12 -1.55
O 1.82 -3.65 -0.73
H 3.93 -0.67 -1.03
H 3.75 -0.74 -2.52
O 4.26 -0.28 -1.85
H -1.23 -3.40 -1.84
H -0.44 -2.55 -2.73
O -0.33 -3.36 -2.22
H 0.95 -3.67 2.09
H 0.15 -3.94 0.83
O 0.24 -3.31 1.56
H -2.36 3.10 -2.66
H -1.53 2.19 -3.41
O -1.78 3.13 -3.43
H -2.86 -3.13 1.59
H -4.22 -3.25 0.91
O -3.35 -2.86 0.79
H 2.52 -0.69 1.91
H 1.64 -1.76 1.13
O 1.93 -0.84 1.14
*
```

Atomic partial charges in e from the natural (NBO) method, atoms 1 to 8: atom 1 (C): -0.54, atom 2 (C): -0.40, atom 3 (C): -0.22, atom 4 (N): -0.84, atom 5 (C): 0.68, atom 6 (N): -0.64, atom 7 (C): -0.44, atom 8 (O): -0.68

No. 3
This record from the Open Molecules 2025 dataset describes a molecular structure, C22H18FeN6O2SbSe4. The level of theory is ωB97M-V/def2-TZVPD.

Energy above the lowest of the compared OMol25 structures with the same formula, charge and spin in kcal per mole: 18.6
⟨S²⟩: 0.79
Gap between HOMO and LUMO (spin up / spin down) in eV: 5.915 / 5.932
Highest occupied orbital energy (spin up / spin down) in Ha: -0.0534 / -0.0539

The geometry in ORCA input format:
```
! RIJCOSX wB97M-V def2-TZVPD def2/J DEFGRID3
* xyz -2 2
Fe 0.01 0.48 -1.33
C -0.16 -1.82 4.24
C -0.07 -0.44 4.31
C -0.60 0.37 3.32
C -1.24 -0.19 2.20
C -1.32 -1.59 2.13
C -0.78 -2.38 3.13
N -1.79 0.61 1.22
C -1.70 2.01 1.28
C -2.60 2.74 2.06
C -2.52 4.12 2.12
C -1.56 4.79 1.38
C -0.67 4.08 0.60
C -0.72 2.69 0.54
N 0.22 1.96 -0.24
N 1.42 2.57 -0.19
C 2.32 1.90 -0.89
C 3.67 2.32 -0.98
C 4.56 1.56 -1.68
C 4.11 0.38 -2.33
C 2.80 0.04 -2.22
N 1.90 0.77 -1.53
H 0.27 -2.45 5.01
H 0.43 0.03 5.15
H -0.49 1.45 3.39
H -1.79 -2.04 1.27
H -0.85 -3.46 3.03
H -3.35 2.19 2.61
H -3.23 4.67 2.73
H -1.51 5.87 1.40
H 0.08 4.58 0.01
H 3.96 3.23 -0.46
H 5.60 1.87 -1.75
H 4.79 -0.24 -2.89
H 2.39 -0.84 -2.70
Se -2.56 4.00 -2.44
Sb -2.22 1.68 -2.92
Se -0.02 1.07 -3.76
Se -2.33 -0.02 -0.46
Se -4.08 0.35 -3.65
C -1.27 -4.59 -2.63
N -0.35 -3.75 -1.88
C 0.52 -4.27 -0.97
C 1.29 -3.48 -0.22
C 1.16 -2.02 -0.33
O 1.82 -1.28 0.39
N 0.30 -1.54 -1.30
C -0.51 -2.36 -2.02
O -1.37 -1.97 -2.81
H -0.98 -5.63 -2.49
H -1.22 -4.34 -3.69
H -2.30 -4.43 -2.31
H 0.55 -5.35 -0.92
H 1.98 -3.87 0.51
*
```

Atomic partial charges in e from the natural (NBO) method, atoms 1 to 8: atom 1 (Fe): 0.76, atom 2 (C): -0.30, atom 3 (C): -0.21, atom 4 (C): -0.24, atom 5 (C): 0.19, atom 6 (C): -0.28, atom 7 (C): -0.18, atom 8 (N): -0.64

No. 4
This record from the Open Molecules 2025 dataset describes C5H6O4 in the gas phase at a distorted geometry. The level of theory is ωB97M-V/def2-TZVPD.

Energy above the lowest of the compared OMol25 structures with the same formula, charge and spin in kcal per mole: 98.1
SMILES: CC(=O)/C=C(\O)C(=O)O
Gap between HOMO and LUMO in eV: 9.659
Highest occupied orbital energy in Ha: -0.3686

The geometry in ORCA input format:
```
! RIJCOSX wB97M-V def2-TZVPD def2/J DEFGRID3
* xyz 0 1
C 1.00 -2.36 0.55
C 0.99 -0.98 -0.04
C -0.38 -0.36 -0.14
C -0.39 0.96 -0.09
C -1.74 1.64 -0.19
H 1.21 -2.27 1.65
H 0.10 -2.90 0.40
H 1.74 -2.72 0.26
H -1.32 -0.96 -0.78
H 1.23 1.22 -0.32
H -0.62 3.31 -0.05
O 1.94 -0.50 -0.77
O 0.65 1.71 0.05
O -1.68 3.07 -0.18
O -2.74 1.12 -0.35
*
```

Atomic partial charges in e from the natural (NBO) method, atoms 1 to 8: atom 1 (C): -0.65, atom 2 (C): 0.56, atom 3 (C): -0.39, atom 4 (C): 0.21, atom 5 (C): 0.75, atom 6 (H): 0.24, atom 7 (H): 0.23, atom 8 (H): 0.20

No. 5
This record from the Open Molecules 2025 dataset describes C4H7Cl2N in the gas phase at a distorted geometry. The level of theory is ωB97M-V/def2-TZVPD.

Energy above the lowest of the compared OMol25 structures with the same formula, charge and spin in kcal per mole: 13.9
SMILES: C=C[C@@H](Cl)[C@H](N)Cl
Gap between HOMO and LUMO in eV: 10.464
Highest occupied orbital energy in Ha: -0.3513

The geometry in ORCA input format:
```
! RIJCOSX wB97M-V def2-TZVPD def2/J DEFGRID3
* xyz 0 1
C 0.44 -0.32 2.47
C 0.73 0.15 1.27
C -0.28 0.56 0.27
C 0.09 -0.29 -1.30
N -0.72 0.24 -2.29
Cl -0.14 2.27 -0.10
Cl -0.19 -2.05 -0.91
H 1.21 -0.61 3.16
H -0.57 -0.45 2.80
H 1.76 0.28 0.96
H -1.31 0.33 0.54
H 1.15 -0.16 -1.49
H -0.45 -0.01 -3.23
H -1.71 0.07 -2.14
*
```

Atomic partial charges in e from the natural (NBO) method, atoms 1 to 8: atom 1 (C): -0.35, atom 2 (C): -0.22, atom 3 (C): -0.23, atom 4 (C): 0.02, atom 5 (N): -0.82, atom 6 (Cl): -0.03, atom 7 (Cl): -0.14, atom 8 (H): 0.20

No. 6
This record from the Open Molecules 2025 dataset describes C6H16N2 in the gas phase at a distorted geometry. The level of theory is ωB97M-V/def2-TZVPD.

Energy above the lowest of the compared OMol25 structures with the same formula, charge and spin in kcal per mole: 65.4
SMILES: CN[C@H](C)CN(C)C
Gap between HOMO and LUMO in eV: 8.899
Highest occupied orbital energy in Ha: -0.2869

The geometry in ORCA input format:
```
! RIJCOSX wB97M-V def2-TZVPD def2/J DEFGRID3
* xyz 0 1
C 0.49 -0.21 -0.84
N -0.26 1.04 -1.10
C 0.60 2.23 -0.72
C -0.97 1.06 -2.36
C -0.16 -0.78 0.42
C -0.22 -2.34 0.16
N 0.66 -0.59 1.59
C -0.12 -0.37 2.82
H 1.57 -0.01 -0.79
H 0.38 -0.78 -1.74
H 1.10 1.94 0.16
H 1.40 2.45 -1.40
H -0.04 3.14 -0.51
H -1.31 2.11 -2.49
H -0.28 0.87 -3.19
H -1.68 0.29 -2.37
H -1.33 -0.44 0.47
H -1.16 -2.57 -0.39
H 0.69 -2.79 -0.40
H -0.34 -2.90 1.11
H 1.35 -1.32 1.73
H -1.08 -0.93 2.79
H -0.23 0.85 2.98
H 0.40 -0.62 3.68
*
```

Atomic partial charges in e from the natural (NBO) method, atoms 1 to 8: atom 1 (C): -0.24, atom 2 (N): -0.45, atom 3 (C): -0.41, atom 4 (C): -0.40, atom 5 (C): -0.05, atom 6 (C): -0.64, atom 7 (N): -0.66, atom 8 (C): -0.40

No. 7
This record from the Open Molecules 2025 dataset describes C3HClF2 in the gas phase at a distorted geometry. The level of theory is ωB97M-V/def2-TZVPD.

Energy above the lowest of the compared OMol25 structures with the same formula, charge and spin in kcal per mole: 19.1
SMILES: C#CC(F)(F)Cl
Gap between HOMO and LUMO in eV: 11.795
Highest occupied orbital energy in Ha: -0.4020

The geometry in ORCA input format:
```
! RIJCOSX wB97M-V def2-TZVPD def2/J DEFGRID3
* xyz 0 1
C 0.56 0.52 -0.50
C -0.30 -0.22 0.37
C -1.11 -0.99 0.98
H -1.75 -1.83 1.35
F 1.67 0.77 0.21
F 0.78 -0.36 -1.47
Cl 0.15 2.11 -0.93
*
```

Now the natural (NBO) charges, all in e: atom 1 (C): 0.56, atom 2 (C): -0.11, atom 3 (C): -0.15, atom 4 (H): 0.27, atom 5 (F): -0.32, atom 6 (F): -0.29, atom 7 (Cl): 0.04

No. 8
This record from the Open Molecules 2025 dataset describes 16 unconnected molecules or ions with the total composition C5H42O15 at a distorted geometry. The level of theory is ωB97M-V/def2-TZVPD.

Energy above the lowest of the compared OMol25 structures with the same formula, charge and spin in kcal per mole: 0.0
Gap between HOMO and LUMO in eV: 11.021
Highest occupied orbital energy in Ha: -0.3971

The geometry in ORCA input format:
```
! RIJCOSX wB97M-V def2-TZVPD def2/J DEFGRID3
* xyz 0 1
C -0.58 1.42 -0.29
C -0.20 2.73 0.43
C -0.94 2.92 1.75
C -0.47 4.21 2.44
C -0.79 1.72 2.70
H -0.05 0.59 0.19
H -1.66 1.40 -0.34
H -0.22 1.34 -1.32
H 0.88 2.79 0.48
H -0.70 3.48 -0.20
H -1.99 2.99 1.47
H 0.28 3.91 3.17
H -1.26 4.85 2.84
H 0.00 4.91 1.73
H -1.41 0.89 2.37
H -1.32 2.04 3.61
H 0.17 1.26 2.92
H -0.17 -4.14 -1.11
H -0.92 -2.77 -0.90
O -0.61 -3.58 -0.46
H -3.17 -2.19 -1.57
H -2.50 -1.34 -2.72
O -2.38 -2.11 -2.14
H 1.11 2.96 -4.54
H 2.07 2.40 -3.33
O 1.65 2.26 -4.18
H 1.83 0.36 2.81
H 3.27 0.81 3.22
O 2.42 1.14 2.90
H -3.98 2.91 2.66
H -3.41 1.65 3.46
O -3.96 1.95 2.74
H 2.79 3.06 0.32
H 2.88 2.30 1.68
O 3.37 2.47 0.82
H -4.21 -2.52 0.31
H -3.66 -3.75 -0.40
O -4.30 -3.03 -0.51
H -2.17 -3.81 2.38
H -1.88 -2.73 1.42
O -2.60 -3.03 2.00
H -3.86 0.16 1.13
H -3.78 -0.97 2.20
O -3.41 -0.65 1.38
H 0.08 -1.11 2.11
H 1.29 -1.50 1.27
O 1.04 -1.09 2.17
H 1.23 -2.49 -0.71
H 2.36 -2.89 0.24
O 1.81 -2.14 0.01
H 2.14 -2.69 -2.58
H 0.68 -2.71 -3.00
O 1.32 -3.20 -2.47
H 3.98 -0.36 -0.29
H 3.80 1.09 -0.07
O 4.24 0.46 -0.69
H 1.07 -0.12 -3.83
H 0.74 -0.05 -5.30
O 0.54 -0.56 -4.51
H 3.77 0.33 -4.01
H 3.71 0.46 -2.43
O 3.43 -0.07 -3.21
*
```

Atomic partial charges in e from the natural (NBO) method, atoms 1 to 8: atom 1 (C): -0.61, atom 2 (C): -0.39, atom 3 (C): -0.22, atom 4 (C): -0.62, atom 5 (C): -0.63, atom 6 (H): 0.21, atom 7 (H): 0.20, atom 8 (H): 0.21

Question: Which of these has the highest energy above the lowest of the compared OMol25 structures with the same formula, charge and spin?
Answer: C2H3ClF2O

Question: The lowest energy above the lowest of the compared OMol25 structures with the same formula, charge and spin belongs to which entry?
Answer: C5H42O15